(1)
{
  "formula": "C47H60NO",
  "method": "wB97M-V/def2-TZVPD",
  "symbols": ["C", "C", "C", "C", "C", "N", "O", "C", "C", "C", "C", "C", "C", "H", "H", "H", "H", "H", "H", "H", "H", "H", "H", "H", "H", "H", "H", "H", "H", "H", "H", "H", "H", "H", "H", "H", "H", "C", "C", "C", "C", "C", "C", "H", "H", "H", "H", "H", "H", "C", "C", "C", "C", "C", "C", "H", "H", "H", "H", "H", "H", "C", "C", "C", "C", "C", "C", "H", "H", "H", "H", "H", "H", "C", "C", "C", "C", "C", "C", "H", "H", "H", "H", "H", "H", "C", "C", "C", "C", "C", "C", "H", "H", "H", "H", "H", "H", "C", "C", "C", "C", "C", "C", "H", "H", "H", "H", "H", "H"],
  "positions_angstrom": [[0.0602, 2.4254, 3.4869], [-1.0867, 2.5852, 2.5039], [-2.3412, 1.8832, 3.0375], [-0.8076, 2.1467, 1.0439], [0.4688, 1.3346, 0.7146], [0.1395, -0.0039, 0.2106], [0.7219, -0.9828, 1.1105], [-0.1846, -1.3095, 2.1251], [0.3250, -2.4384, 3.0332], [1.5732, -3.1230, 2.4804], [0.4609, -1.9345, 4.4792], [1.1017, -2.9676, 5.4139], [-0.9321, -1.5912, 5.0270], [-0.2199, 2.9103, 4.4229], [0.9921, 2.8719, 3.1540], [0.2286, 1.3815, 3.7350], [-1.3474, 3.6441, 2.4916], [-2.3266, 0.8242, 2.8067], [-2.4593, 2.0559, 4.1055], [-3.2055, 2.3377, 2.5560], [-0.8284, 3.0367, 0.4094], [-1.6376, 1.5377, 0.7014], [1.1546, 1.1958, 1.5531], [0.9999, 1.8857, -0.0735], [-0.4346, -0.4028, 2.6775], [-1.1209, -1.6063, 1.6339], [-0.4642, -3.1883, 3.0742], [1.2802, -4.0349, 1.9657], [2.1086, -2.5173, 1.7583], [2.2732, -3.4294, 3.2515], [1.0251, -1.0029, 4.4782], [2.1829, -2.8907, 5.3452], [0.8517, -2.7198, 6.4405], [0.8004, -3.9777, 5.1580], [-0.8564, -1.4057, 6.0947], [-1.6265, -2.4104, 4.8593], [-1.3391, -0.6859, 4.5859], [-3.0169, 2.0960, -2.3009], [-1.9478, 1.2372, -2.5299], [-1.5200, 0.9956, -3.8282], [-2.1362, 1.6338, -4.8966], [-3.1741, 2.5257, -4.6650], [-3.6245, 2.7439, -3.3697], [-3.3511, 2.2827, -1.2874], [-1.4406, 0.7551, -1.6967], [-0.6919, 0.3205, -4.0019], [-1.7887, 1.4580, -5.9076], [-3.6306, 3.0535, -5.4939], [-4.4291, 3.4499, -3.1972], [-2.3531, -4.0471, 0.0386], [-2.9766, -5.2835, -0.0710], [-2.2956, -6.3602, -0.6237], [-0.9874, -6.2005, -1.0603], [-0.3652, -4.9642, -0.9463], [-1.0470, -3.8856, -0.4016], [-2.8822, -3.2056, 0.4673], [-3.9954, -5.4085, 0.2750], [-2.7837, -7.3231, -0.7135], [-0.4530, -7.0409, -1.4878], [0.6562, -4.8369, -1.2829], [-0.5587, -2.9187, -0.3158], [-5.0031, 7.8805, -0.0643], [-4.4416, 7.0210, 0.8690], [-3.6885, 5.9327, 0.4499], [-3.4748, 5.7146, -0.9058], [-4.0425, 6.5738, -1.8372], [-4.8090, 7.6526, -1.4188], [-5.5961, 8.7250, 0.2639], [-4.5988, 7.1935, 1.9262], [-3.2587, 5.2516, 1.1742], [-2.8716, 4.8820, -1.2469], [-3.8785, 6.4045, -2.8941], [-5.2499, 8.3195, -2.1490], [0.2192, 5.1541, 0.5246], [0.2541, 4.5057, -0.7004], [1.3304, 3.6979, -1.0249], [2.3649, 3.5337, -0.1179], [2.3441, 4.1987, 1.1010], [1.2694, 5.0179, 1.4218], [-0.6412, 5.7573, 0.7879], [-0.5730, 4.6082, -1.3916], [1.3490, 3.1725, -1.9710], [3.1896, 2.8758, -0.3590], [3.1494, 4.0559, 1.8105], [1.2326, 5.5168, 2.3820], [2.9712, -4.7638, -3.4803], [2.3575, -6.0022, -3.6078], [3.0470, -7.0658, -4.1735], [4.3544, -6.8928, -4.6062], [4.9695, -5.6552, -4.4762], [4.2773, -4.5903, -3.9160], [2.4322, -3.9339, -3.0410], [1.3391, -6.1367, -3.2656], [2.5653, -8.0300, -4.2764], [4.8943, -7.7230, -5.0442], [5.9901, -5.5204, -4.8118], [4.7551, -3.6241, -3.8177], [5.1261, -0.9088, -1.4441], [4.2621, 0.1122, -1.0704], [3.0286, -0.1909, -0.5098], [2.6580, -1.5146, -0.3161], [3.5233, -2.5345, -0.6874], [4.7556, -2.2328, -1.2536], [6.0874, -0.6727, -1.8839], [4.5526, 1.1455, -1.2177], [2.3483, 0.6006, -0.2205], [1.6926, -1.7454, 0.1190], [3.2349, -3.5672, -0.5369], [5.4273, -3.0302, -1.5473]],
  "mulliken_charge": [-1.5716, 0.9700, -1.7024, 0.1661, -0.6031, -0.4465, -0.4727, 1.1825, 0.5918, -1.2475, 0.8789, -1.6942, -1.2793, 0.6507, 0.1834, -0.0672, 0.4511, 0.2491, 0.4859, 0.3456, -0.8345, 0.7244, 0.6723, -0.7545, -1.4689, -0.2756, 0.3279, 0.2399, -0.1023, 0.5054, 0.0500, 0.4146, 0.4459, 0.3113, 0.4083, 0.3642, 0.1901, -0.5950, -0.2047, -0.6804, -0.3252, -0.5118, -0.2173, 0.4527, 0.4091, 0.4687, 0.3653, 0.3589, 0.4177, -0.5327, -0.4844, -0.4443, -0.3411, -0.2202, -0.2203, 0.4029, 0.3608, 0.3475, 0.4125, 0.3256, 0.3681, -0.3836, -0.5415, -0.1834, 0.1099, -0.5935, -0.4241, 0.3511, 0.3812, 0.3990, 0.0943, 0.4190, 0.3491, -0.1229, -0.5359, -0.4354, 0.2708, -0.7978, -0.4294, 0.5191, 0.4847, 0.2243, 0.4134, 0.3390, 0.3454, -0.4863, -0.3038, -0.4855, -0.3157, -0.4623, -0.4561, 0.6045, 0.3370, 0.3694, 0.3536, 0.3602, 0.4924, -0.7591, -0.4997, 1.1536, -0.1090, -0.0040, -0.8073, 0.3643, 0.2993, -0.5139, 0.1464, 0.6271, 0.6404],
  "lumo_energy_ev": 2.5,
  "charge": -1,
  "orbital_gap_ev": 4.90,
  "homo_energy_ev": -2.4024
}

---

(2)
{
  "formula": "C16H17BO2",
  "method": "wB97M-V/def2-TZVPD",
  "symbols": ["C", "O", "C", "C", "C", "C", "C", "O", "C", "C", "C", "C", "C", "C", "C", "C", "C", "C", "H", "H", "H", "H", "H", "H", "H", "H", "H", "H", "H", "H", "H", "H", "B", "H", "H", "H"],
  "positions_angstrom": [[-2.8628, -4.7090, 3.3360], [-1.9661, -3.6802, 3.8525], [-1.5787, -2.7317, 2.9499], [-0.6442, -1.7524, 3.3825], [-0.1877, -0.8057, 2.4894], [-0.6618, -0.7308, 1.1434], [-0.2419, 0.3021, 0.2600], [-0.6234, 0.1344, -1.0612], [-0.4418, 1.1999, -1.9431], [0.4216, 2.2499, -1.6366], [0.8686, 3.0982, -2.6982], [0.2029, 3.0807, -3.9203], [-0.7179, 2.0602, -4.1704], [-0.9900, 1.0801, -3.2199], [1.2443, 1.9868, -0.4033], [0.4210, 1.4363, 0.7044], [-1.5396, -1.7404, 0.7226], [-2.0306, -2.7016, 1.5908], [-2.9960, -5.3550, 4.2075], [-3.8195, -4.2457, 3.0178], [-2.3696, -5.2508, 2.5031], [-0.3204, -1.7995, 4.4333], [0.5514, -0.0988, 2.8570], [1.7203, 3.7720, -2.5286], [0.4465, 3.8231, -4.6838], [-1.2392, 2.0765, -5.1201], [-1.6415, 0.2586, -3.4593], [1.7890, 2.9091, -0.1278], [0.8829, 1.4304, 1.7192], [-1.8781, -1.7605, -0.3068], [-2.7680, -3.4456, 1.2329], [1.6608, 1.0052, -0.5834], [5.4913, 2.2884, -1.1831], [5.1857, 3.2512, -0.4563], [5.6200, 1.1683, -0.5895], [5.0127, 2.1962, -2.3104]],
  "mulliken_charge": [-0.7830, -0.4517, 0.9172, -0.7801, -0.5347, 0.5111, 0.9850, -0.4512, 0.4104, 0.4876, -0.7733, -0.5206, -0.3964, -0.5640, -0.6130, -0.8378, -0.7986, -0.4046, 0.2331, 0.3180, 0.3331, 0.3776, 0.1751, 0.3407, 0.3645, 0.3643, 0.4006, 0.4584, 0.2741, 0.4121, 0.2983, 0.2449, 0.1077, -0.0423, -0.0307, -0.0316],
  "de_lowest_kcal_mol": 18.5,
  "lumo_energy_ev": -0.4,
  "orbital_gap_ev": 7.03,
  "homo_energy_ev": -7.4594
}

---

(3)
{
  "formula": "C54H48N8RuS3",
  "method": "wB97M-V/def2-TZVPD",
  "symbols": ["Ru", "C", "N", "C", "C", "C", "C", "C", "C", "N", "C", "C", "C", "C", "C", "C", "N", "C", "C", "C", "C", "C", "N", "H", "H", "H", "H", "H", "H", "H", "H", "H", "H", "H", "H", "H", "H", "H", "H", "H", "H", "N", "S", "N", "S", "N", "S", "N", "C", "C", "C", "C", "C", "C", "C", "C", "C", "C", "C", "C", "C", "C", "C", "C", "C", "C", "C", "C", "C", "C", "C", "C", "C", "C", "C", "C", "C", "C", "C", "C", "C", "C", "C", "C", "H", "H", "H", "H", "H", "H", "H", "H", "H", "H", "H", "H", "H", "H", "H", "H", "H", "H", "H", "H", "H", "H", "H", "H", "H", "H", "H", "H", "H", "H"],
  "positions_angstrom": [[1.2895, 1.5756, -0.0500], [3.9705, 2.9726, -0.0813], [3.4944, 1.5549, -0.0754], [3.9840, 0.8415, 1.1264], [3.3217, 1.3646, 2.3732], [3.9156, 1.2378, 3.6188], [3.2472, 1.7296, 4.7305], [2.0174, 2.3511, 4.5568], [1.4915, 2.4347, 3.2805], [2.1273, 1.9405, 2.2145], [3.9554, 0.8393, -1.2868], [3.2442, 1.3205, -2.5248], [3.7883, 1.1452, -3.7874], [3.0673, 1.5778, -4.8911], [1.8335, 2.1849, -4.6944], [1.3561, 2.3156, -3.4036], [2.0476, 1.8850, -2.3444], [2.8726, 4.0055, -0.0982], [3.2001, 5.3503, -0.1166], [2.1914, 6.2994, -0.1409], [0.8690, 5.8703, -0.1566], [0.6106, 4.5192, -0.1393], [1.5911, 3.5966, -0.1037], [4.5956, 3.1550, 0.7947], [4.6043, 3.1446, -0.9536], [3.7401, -0.2188, 1.0230], [5.0704, 0.9332, 1.2078], [4.8881, 0.7710, 3.7099], [3.6880, 1.6413, 5.7147], [1.4826, 2.7777, 5.3939], [0.5389, 2.9187, 3.0978], [5.0370, 0.9481, -1.4036], [3.7381, -0.2239, -1.1579], [4.7606, 0.6830, -3.9026], [3.4691, 1.4479, -5.8874], [1.2521, 2.5596, -5.5253], [0.3995, 2.7831, -3.2010], [4.2405, 5.6491, -0.1145], [2.4318, 7.3544, -0.1527], [0.0523, 6.5772, -0.1855], [-0.3954, 4.1294, -0.1624], [-0.6468, 1.7230, -0.0988], [-1.9827, 1.0308, -0.0004], [-2.0631, -0.4340, -0.6799], [-1.9233, -1.8448, -0.0143], [-0.5573, -2.1250, 0.7228], [0.8709, -1.7956, 0.0534], [1.2308, -0.3303, 0.0177], [0.9856, -2.4987, -1.5776], [0.9761, -3.8798, -1.7331], [1.1005, -4.3940, -3.0128], [1.2275, -3.5360, -4.1003], [1.2163, -2.1573, -3.9225], [1.1001, -1.6240, -2.6487], [2.0092, -2.6440, 1.1197], [3.0796, -3.3389, 0.5712], [3.9886, -3.9329, 1.4342], [3.8253, -3.8170, 2.8090], [2.7610, -3.0914, 3.3351], [1.8410, -2.4941, 2.4909], [-2.2025, -2.9816, -1.3374], [-2.2463, -4.3245, -0.9738], [-2.5055, -5.2617, -1.9571], [-2.7204, -4.8510, -3.2695], [-2.6738, -3.5038, -3.6079], [-2.4173, -2.5486, -2.6368], [-3.1819, -2.2152, 1.1691], [-2.8773, -2.7445, 2.4140], [-3.9291, -3.0981, 3.2447], [-5.2420, -2.9341, 2.8210], [-5.5235, -2.4114, 1.5621], [-4.4888, -2.0496, 0.7199], [-3.2126, 1.9408, -0.8941], [-3.3216, 3.2931, -0.5876], [-4.2705, 4.0460, -1.2563], [-5.0815, 3.4461, -2.2157], [-4.9580, 2.0931, -2.5034], [-4.0206, 1.3200, -1.8347], [-2.4628, 0.9891, 1.7189], [-3.7720, 1.2571, 2.0868], [-4.0807, 1.2812, 3.4395], [-3.0933, 1.0344, 4.3845], [-1.7878, 0.7555, 3.9920], [-1.4597, 0.7422, 2.6475], [0.8817, -4.5348, -0.8756], [1.1126, -5.4659, -3.1587], [1.3424, -3.9477, -5.0946], [1.3103, -1.4987, -4.7755], [1.0906, -0.5552, -2.4757], [3.2058, -3.4213, -0.5001], [4.8192, -4.4932, 1.0266], [4.5313, -4.2970, 3.4737], [2.6428, -3.0010, 4.4066], [0.9983, -1.9340, 2.8791], [-2.0941, -4.6211, 0.0582], [-2.5558, -6.3106, -1.6975], [-2.9371, -5.5888, -4.0310], [-2.8542, -3.1942, -4.6286], [-2.3832, -1.4930, -2.8717], [-1.8459, -2.8861, 2.7082], [-3.7214, -3.5191, 4.2193], [-6.0548, -3.2282, 3.4721], [-6.5480, -2.3031, 1.2327], [-4.6844, -1.6631, -0.2745], [-2.6940, 3.7339, 0.1772], [-4.3829, 5.0960, -1.0235], [-5.8196, 4.0410, -2.7370], [-5.5974, 1.6356, -3.2460], [-3.9143, 0.2622, -2.0326], [-4.5348, 1.4485, 1.3422], [-5.0904, 1.5127, 3.7510], [-3.3416, 1.0722, 5.4373], [-1.0262, 0.5565, 4.7347], [-0.4448, 0.5642, 2.3109]],
  "mulliken_charge": [0.0865, -1.6490, 0.5201, -0.9001, 0.5841, -1.0704, -0.5401, -1.1409, -0.5907, 1.0536, -1.0971, 0.6330, -0.9502, -0.6179, -0.9382, -0.5861, 1.0251, 0.8706, -1.0124, -0.6528, -0.7505, -0.4139, 1.0448, 0.6730, 0.7296, 0.0175, 0.8020, 0.6010, 0.5245, 0.5419, 0.7046, 0.7543, 0.2728, 0.5727, 0.5100, 0.5223, 0.5258, 0.5720, 0.4765, 0.5382, 0.1849, -0.2213, 1.6161, -0.0546, 1.2645, -0.3189, 1.7383, -0.0864, 0.3712, -0.3546, -1.1095, -0.8947, -0.8706, -0.2733, 0.3035, -0.4227, -0.8820, -0.7924, -0.8823, -0.2587, 0.7370, -1.0012, -0.8158, -0.6349, -1.0361, -0.0292, 0.4242, 0.0334, -0.8536, -0.6965, -0.8163, -0.8032, 0.4599, -0.7424, -1.0234, -0.6395, -0.8996, -0.1146, 0.5037, -0.3997, -1.0868, -1.0117, -0.8344, 0.1802, 0.6754, 0.5468, 0.5005, 0.5833, 0.1622, 0.5205, 0.5022, 0.4696, 0.5351, 0.4429, 0.5401, 0.5056, 0.4982, 0.5434, 0.5160, 0.4902, 0.5536, 0.4804, 0.5416, 0.4091, 0.5252, 0.4766, 0.4770, 0.5185, 0.3038, 0.6127, 0.5427, 0.5084, 0.5809, 0.2354],
  "de_lowest_kcal_mol": 6.8,
  "spin_multiplicity": 5,
  "lumo_energy_ev": [-9.9, -11.7],
  "charge": 4,
  "orbital_gap_ev": [8.48, 6.70],
  "homo_energy_ev": [-18.3404, -18.3890]
}

---

In order of appearance, strongest force on any atom = 1.9; 3.3; 1.9 eV Å⁻¹.